10
Properties=species:S:1:pos:R:3:forces:R:3:lowdin_charge:R:1 method="wB97M-V/def2-TZVPD" total_energy_ev=-28344.50527 orbital_gap_ev=8.5 charge=0 multiplicity=1 e_homo_ha=-0.36812
F -2.3320 -0.5286 -0.4712 -0.0965 0.0434 0.2129 0.143
F -2.4579 0.2718 1.5370 0.0366 0.0554 0.4048 0.199
C 0.1607 0.8521 -0.0996 -4.1712 -2.9085 0.9245 -0.573
O 0.7945 -0.7368 1.3963 -0.3898 -0.9320 -0.1046 0.082
N 0.7607 0.4361 1.1490 1.7874 2.5579 1.8880 -0.466
O 1.2633 1.3230 1.8792 -1.0595 -1.3497 -1.2331 0.016
Cl 0.3909 2.3929 -0.6027 0.3273 1.1557 -0.7213 0.800
F -2.7355 1.5468 -0.1657 -0.8413 1.7187 -0.4974 0.211
C -2.1405 0.5329 0.3052 3.8744 -1.4336 -0.5927 -0.520
H 0.0647 -0.0630 -0.7108 0.5326 1.0925 -0.2811 0.107